No. 1
ORCA calculation (ωB97M-V/def2-TZVPD) on a single C2H3IN2O molecule in a non-equilibrium geometry.

Output
Lowest unoccupied orbital energy, eV: -0.3435
Gap between HOMO and LUMO, eV: 9.1
E, eV: -15250.359
Energy relative to the best compared isomer or geometry (same formula, charge and spin), kcal/mol: 6.4

Atoms and positions in Å:
I -0.241735 -0.307327 3.691469
O -1.713289 -1.529096 1.287461
N -0.788081 -0.609621 -0.578523
N 1.037488 0.662959 1.075480
C -0.938568 -0.759832 0.774124
C 0.021075 0.090427 1.568986
H -1.286257 -1.386076 -0.921436
H 0.087982 -0.186300 -0.777468
H 1.793853 1.170844 1.449843

Atoms 1-6, force components in eV/Å:
0.058 0.433 -0.379
-0.004 0.210 0.116
-0.756 0.414 2.895
-3.320 -1.612 -1.577
-0.066 0.259 -0.862
2.966 0.753 1.501

The net atomic charges from natural (NBO), expressed in e, are:
1 I 0.07
2 O -0.56
3 N -0.81
4 N -0.63
5 C 0.57
6 C 0.13
7 H 0.41
8 H 0.42
9 H 0.40

***

No. 2
ORCA calculation (ωB97M-V/def2-TZVPD) on 8 unconnected molecules or ions with the total composition C27H42N2O17 in a non-equilibrium geometry.

Output
Lowest unoccupied orbital energy, eV: -0.1393
Gap between HOMO and LUMO, eV: 10.0
E, eV: -66464.397

Atoms and positions in Å:
O -1.053486 6.826082 4.023720
O 2.580690 1.387408 -6.629795
O 8.889648 6.297266 0.716808
O 4.781540 -9.604990 4.674709
O 9.778689 0.385070 0.119891
O 4.512645 2.246002 -5.880189
O 0.785803 -0.556614 1.644827
O 9.158471 0.324130 -1.977509
O 11.192107 1.143128 -1.565113
O 4.322120 0.128721 -6.804797
O 3.026064 -8.259996 4.401693
O -0.763102 0.273305 0.244838
O -1.291086 -1.347995 1.564430
O -2.880698 5.460641 4.072273
O -0.924832 4.821239 5.190076
O 5.035398 -7.342512 4.436171
O 7.822154 8.277212 0.091343
N -14.012652 -3.828151 3.152373
N -10.238951 -1.079761 -5.985891
C 8.259927 6.101721 1.999142
C 8.605082 -0.416725 0.073646
C 3.859547 1.355997 -6.425420
C 3.202093 -0.662820 -6.975497
C 9.527909 7.451842 -1.365173
C 10.161511 0.656376 -1.144944
C -9.143776 -4.058309 4.060842
C 2.113160 0.323857 -7.405227
C -8.132176 -3.988426 -5.223842
C -11.431409 -3.239306 3.283875
C -8.795285 -4.199187 -3.834503
C -0.347598 -0.583743 1.151771
C 4.302481 -8.510753 4.466632
C 6.776939 5.752105 1.786631
C -10.593999 -4.442712 3.716933
C -2.480217 -1.014496 0.836119
C -2.121711 0.067962 -0.103673
C 2.787845 -6.902405 4.014112
C -9.264748 -1.722723 -5.776474
C 8.604272 7.375899 -0.162084
C -2.091530 7.427769 3.237029
C -3.268785 6.478540 3.208596
C -12.868800 -3.592352 3.196974
C 4.182568 -6.262505 4.155322
C 8.028076 -0.120303 -1.285227
C -1.523262 5.614638 4.478094
C -8.017027 -2.483854 -5.552067
H -8.248742 -3.643323 -3.072660
H 7.319070 0.701021 -1.181107
H 9.591023 6.501813 -1.895809
H -11.134457 -2.759567 2.351266
H -2.329116 -0.243266 -1.127493
H 2.195730 -6.321136 4.720956
H 1.150606 0.079342 -6.955997
H 6.180526 5.527913 2.671008
H 10.557298 7.698919 -1.105520
H 4.397488 -5.766589 3.208754
H -2.675186 0.950822 0.216227
H 8.823825 -1.466559 0.268845
H -11.432394 -2.439799 4.024737
H -3.228528 -0.641238 1.535262
H 2.904458 -1.193494 -6.071120
H -7.154387 -4.467736 -5.271783
H -1.775186 7.595323 2.207491
H -11.065743 -5.035248 4.500807
H 1.985195 0.538857 -8.466122
H 4.161246 -5.509324 4.942957
H 7.981126 -0.110109 0.913157
H -8.800081 -4.348593 -6.006333
H -8.778224 -5.241838 -3.517214
H -9.849652 -3.925451 -3.872964
H -9.107831 -3.349698 4.888286
H -2.358068 8.431998 3.566539
H 2.494539 -6.717602 2.980712
H -7.466057 -1.930568 -4.791537
H -2.762813 -1.960619 0.374493
H -8.499287 -4.877014 4.380918
H 8.398710 7.009609 2.586164
H 6.182705 6.565165 1.369593
H 3.536749 -1.360828 -7.742885
H -7.431035 -2.353043 -6.461799
H -8.682967 -3.563252 3.206031
H -3.613425 6.180693 2.218341
H -10.609638 -5.095721 2.844334
H -4.069485 7.034262 3.696605
H 8.718162 5.334487 2.623235
H 9.260233 8.272771 -2.030409
H 6.686336 4.892461 1.122635
H 7.495669 -0.950106 -1.750050

Atoms 1-6, force components in eV/Å:
-1.105 -1.175 0.023
-2.028 2.684 -0.230
0.454 0.467 -1.564
-0.671 1.907 -0.657
0.930 0.024 -0.044
-1.551 -2.455 -1.758

The net atomic charges from Mulliken, expressed in e, are:
1 O -0.32
2 O -0.32
3 O -0.31
4 O -0.54
5 O -0.33
6 O -0.56
7 O -0.60
8 O -0.32
9 O -0.55
10 O -0.32
11 O -0.31
12 O -0.32
13 O -0.31
14 O -0.34
15 O -0.51
16 O -0.32
17 O -0.53
18 N -0.41
19 N -0.43
20 C -0.19
21 C -0.28
22 C 0.72
23 C -0.31
24 C -1.03
25 C 0.70
26 C -1.18
27 C -0.25
28 C -0.39
29 C -0.37
30 C -1.10
31 C 0.73
32 C 0.66
33 C -1.08
34 C -0.36
35 C -0.31
36 C -0.19
37 C -0.26
38 C 0.24
39 C 0.71
40 C -0.28
41 C -0.20
42 C 0.13
43 C -0.30
44 C -0.24
45 C 0.64
46 C -0.45
47 H 0.30
48 H 0.24
49 H 0.30
50 H 0.31
51 H 0.26
52 H 0.28
53 H 0.24
54 H 0.38
55 H 0.29
56 H 0.26
57 H 0.26
58 H 0.24
59 H 0.27
60 H 0.23
61 H 0.25
62 H 0.31
63 H 0.24
64 H 0.37
65 H 0.26
66 H 0.26
67 H 0.26
68 H 0.27
69 H 0.32
70 H 0.33
71 H 0.32
72 H 0.27
73 H 0.27
74 H 0.30
75 H 0.26
76 H 0.34
77 H 0.27
78 H 0.30
79 H 0.29
80 H 0.29
81 H 0.30
82 H 0.27
83 H 0.28
84 H 0.22
85 H 0.30
86 H 0.32
87 H 0.27
88 H 0.29

***

No. 3
ORCA calculation (ωB97M-V/def2-TZVPD) on 2 unconnected molecules or ions with the total composition C17H22N3S2 in a non-equilibrium geometry.

Output
Lowest unoccupied orbital energy, eV: -3.8772
Gap between HOMO and LUMO, eV: 6.3
E, eV: -44118.023
Total charge: +1

Atoms and positions in Å:
S -1.085093 -2.890748 -1.495249
S -1.763157 -2.944665 3.861310
N -1.154409 3.564693 -1.894394
N 2.067107 1.483987 -1.086938
N 0.196500 -0.044815 -1.022792
C 0.920785 -0.678085 5.970459
C 0.663030 -0.965336 4.681893
C -0.305378 0.617995 -3.235560
C -0.883559 -2.025061 0.053066
C -0.157234 -0.197216 1.339741
C -0.965494 -1.554267 -2.657155
C -0.792531 0.432533 -4.500672
C -1.178482 -2.076764 2.407942
C -1.336753 -2.664484 1.183741
C -0.307067 -0.786036 0.092277
C 1.669309 0.051795 -1.054013
C -1.476513 -1.743483 -3.916740
C -1.387672 -0.755300 -4.864981
C -0.558818 -0.825021 2.480236
C -0.340825 -0.183894 3.839885
C 3.127068 1.804222 -0.129684
C -0.379519 -0.368281 -2.283109
H 0.325686 0.776254 1.391968
H 2.107900 -0.408979 -0.169408
H -0.388959 4.238801 -1.954933
H -0.685972 1.232908 -5.229672
H -1.309280 -0.186089 4.361096
H -0.005477 0.847995 3.726868
H 4.063928 1.254886 -0.289945
H 0.185398 1.554889 -2.982454
H 2.070806 -0.405576 -1.965416
H -1.576303 3.439482 -2.817442
H 0.125701 -0.549154 6.703924
H 3.358798 2.870080 -0.237771
H 1.138264 -1.815485 4.182958
H -1.939051 -2.680280 -4.210285
H 2.314432 1.757389 -2.028901
H -1.859678 3.906769 -1.238433
H -1.773606 -0.896412 -5.866253
H 1.963130 -0.633311 6.284734
H 2.779944 1.678150 0.898797
H -2.891120 -2.243470 4.115364
H -0.786230 2.657700 -1.563315
H -1.789607 -3.648314 1.119255

Atoms 1-6, force components in eV/Å:
0.108 0.030 0.003
-0.023 -0.143 0.013
-0.018 -0.139 0.166
-0.297 -0.472 0.536
-0.105 -1.580 0.084
0.234 -0.374 -0.324

The net atomic charges from natural (NBO), expressed in e, are:
1 S 0.33
2 S 0.00
3 N -0.87
4 N -0.67
5 N -0.51
6 C -0.41
7 C -0.16
8 C -0.28
9 C -0.21
10 C -0.26
11 C -0.22
12 C -0.22
13 C -0.07
14 C -0.23
15 C 0.21
16 C -0.06
17 C -0.18
18 C -0.20
19 C -0.02
20 C -0.48
21 C -0.42
22 C 0.21
23 H 0.21
24 H 0.22
25 H 0.46
26 H 0.21
27 H 0.23
28 H 0.22
29 H 0.19
30 H 0.17
31 H 0.20
32 H 0.46
33 H 0.21
34 H 0.20
35 H 0.20
36 H 0.24
37 H 0.36
38 H 0.46
39 H 0.23
40 H 0.21
41 H 0.20
42 H 0.14
43 H 0.48
44 H 0.24

***

- E of number 1 (C2H3IN2O)?
  -15250.359 eV